DFT (ωB97M-V with the def2-TZVPD basis set) results for a structure of composition C11H18AlF4O3.

The value obtained for the calculated total energy is -35312.0753 eV. The net charge is -1.

Each line ends with the Löwdin charge.
Positions of all 37 atoms, in Å:
C -0.2121 4.6885 -0.1664  -0.041
C -1.1846 4.3922 -1.2538  -0.144
C -1.8530 2.9351 -1.5996  -0.166
C -0.7903 1.6940 -1.7279  -0.198
C 0.2192 1.3320 -0.4884  -0.077
C 0.8982 -0.0214 -1.1720  -0.255
O 2.0293 -0.5986 -0.4222  -0.123
C 1.5403 -1.5867 0.5882  -0.160
C 1.1447 -0.9137 2.0309  -0.171
C -0.2960 -1.4866 2.6535  -0.234
C -1.6059 -0.7541 1.9218  -0.142
O 1.1498 0.4846 -2.5609  -0.032
C 0.2907 1.6489 -2.9595  -0.184
O 0.3769 2.4249 -4.0463  -0.012
H 0.3337 5.7412 -0.1990  0.065
H 0.0690 3.9138 0.6717  0.058
H -1.5438 5.3246 -1.9071  0.103
H -2.3747 3.0402 -2.6635  0.121
H -2.7200 2.6125 -0.8577  0.123
H -1.5116 0.7568 -1.7899  0.157
H 1.0176 2.1957 -0.4098  0.124
H -0.1843 1.2701 0.6083  0.093
H 0.0615 -0.8217 -1.3603  0.168
H 0.6496 -2.2452 0.1980  0.113
H 2.4416 -2.3389 0.7772  0.140
H 1.1743 0.2597 1.9815  0.102
H 1.9733 -1.2621 2.8116  0.114
H -0.3445 -1.1369 3.7926  0.102
H -0.3726 -2.6551 2.6314  0.111
H -1.4661 -0.9329 0.7719  0.067
H -2.6299 -1.1508 2.3527  0.080
H -1.4908 0.3926 2.1354  0.060
F -0.3561 -4.3642 0.2919  -0.263
Al 1.0421 -5.4405 -0.0685  0.111
F 1.4122 -5.3746 -1.8298  -0.271
F 0.6332 -7.1318 0.3961  -0.274
F 2.4793 -4.8916 0.8678  -0.265

DFT (ωB97M-V with the def2-TZVPD basis set) results for a structure of composition C19H23F5GeNO2PdS.

The value obtained for the calculated total energy is -110075.1946 eV. As for the spin multiplicity: 2. The net charge is -2.

Each line ends with the Löwdin spin population.
Positions of all 53 atoms, in Å:
Pd 0.4448 -1.9959 0.3430  0.528
O 2.3955 -2.0572 0.1082  0.001
N 2.9911 -1.4969 1.1971  0.012
C 4.0608 -0.6773 0.8787  0.039
C 4.7754 -0.1499 1.9251  0.000
C 4.2936 -0.2567 3.2153  0.038
C 3.0796 -0.8986 3.4519  0.004
C 2.3981 -1.6074 2.4430  0.024
S 0.8841 -2.4229 2.6426  0.060
H 4.3058 -0.6323 -0.1650  0.003
H 5.6850 0.3799 1.7308  -0.002
H 4.8673 0.1223 4.0217  0.005
H 2.5737 -0.8767 4.4101  -0.001
F -4.1302 -6.5982 -1.9668  0.001
C -3.4137 -5.4996 -1.4665  0.006
C -4.1239 -4.4393 -0.9316  0.002
F -5.4663 -4.3729 -0.9675  0.000
C -3.3512 -3.4203 -0.4101  0.005
F -3.9717 -2.3405 0.1148  0.001
C -1.9555 -3.3064 -0.5149  0.008
O -1.4956 -2.0858 -0.2476  0.028
C -1.3099 -4.4310 -1.0825  0.008
F 0.0573 -4.5168 -1.2113  0.008
C -2.0387 -5.5261 -1.5342  0.000
F -1.4258 -6.5447 -2.1923  0.000
C -3.7800 3.1705 0.6961  0.001
C -2.7666 2.7994 1.7462  0.002
C -1.4084 2.3854 1.1700  0.006
C -1.4375 1.2799 0.0963  0.030
Ge 0.3061 0.4107 -0.0719  0.107
C 0.8866 0.7727 -1.9783  0.015
C 0.7873 2.1643 -2.5923  0.007
C 2.0377 3.0681 -2.4628  0.000
C 2.4419 3.3654 -1.0198  0.005
H -4.6471 3.6810 1.1269  0.000
H -4.2234 2.3021 0.1542  0.000
H -3.3511 3.8014 -0.0591  0.000
H -3.1429 1.9538 2.3734  0.000
H -2.5312 3.6338 2.4480  0.000
H -0.7435 2.0727 1.9951  0.002
H -0.9180 3.2326 0.6838  0.002
H -1.6431 1.7290 -0.8916  0.003
H -2.1785 0.4986 0.3065  0.003
H 1.3331 1.1479 0.9364  0.030
H 0.1735 0.1079 -2.5088  0.000
H 1.8586 0.2986 -2.1167  0.000
H -0.0615 2.7502 -2.1925  0.001
H 0.5307 2.1321 -3.6618  0.001
H 1.8563 4.0291 -2.9933  0.000
H 2.8411 2.5756 -3.0023  0.000
H 1.6129 3.8357 -0.4588  0.002
H 3.3152 3.9937 -1.0054  0.001
H 2.7222 2.4587 -0.5097  0.002

DFT (ωB97M-V with the def2-TZVPD basis set) results for a cluster of 6 separate species, H12O6 in total.

The value obtained for the calculated total energy is -12480.0074 eV. Its structure (SMILES) is O.O.O.O.O.O.

Each line ends with the Löwdin charge.
Positions of all 18 atoms, in Å:
O 5.7099 -12.8407 -4.0618  -0.041
H 6.3950 -12.1616 -4.1182  0.061
H 5.7973 -13.2102 -3.1743  0.059
O 5.1296 -10.0728 -6.5546  -0.064
H 4.6447 -9.2390 -6.5319  0.020
H 4.8858 -10.5093 -5.7339  -0.007
O 0.5659 -12.9300 -4.8280  -0.041
H 0.4878 -12.8516 -5.7889  0.068
H -0.1291 -12.3619 -4.4757  0.053
O 1.3893 -10.3458 -1.9967  -0.053
H 0.5110 -10.2718 -1.6052  0.035
H 1.2401 -10.6028 -2.9133  0.000
O 2.4900 -9.2047 -5.6878  -0.080
H 2.5887 -10.0081 -5.1235  -0.002
H 1.6666 -8.7892 -5.4111  0.031
O 3.0908 -11.6943 -4.5465  -0.079
H 3.8912 -12.2098 -4.3367  0.018
H 2.3575 -12.3464 -4.5552  0.021

DFT (ωB97M-V with the def2-TZVPD basis set) results for a cluster of 3 separate species, C6H12N2 in total.

The value obtained for the calculated total energy is -9392.9107 eV. Its structure (SMILES) is C=NCC.C#N.C=C.

Each line ends with the Löwdin charge.
Positions of all 20 atoms, in Å:
C -1.2775 -1.4286 0.3623  -0.135
C -0.4271 1.0004 -1.3327  -0.264
C -1.0399 -1.0982 1.6745  -0.138
C 1.0811 -0.8091 -1.5295  -0.021
C 0.0723 2.0011 -0.2898  -0.084
N -0.0138 -0.3650 -1.0555  -0.101
C 1.5096 -0.2630 1.7469  -0.145
N 1.9679 0.1309 2.7227  0.072
H -1.0256 -2.4298 0.0313  0.064
H -2.1699 -1.0535 -0.1156  0.058
H -1.5242 0.9875 -1.3341  0.108
H -0.0997 1.2982 -2.3398  0.110
H -1.5415 -0.2649 2.1387  0.041
H -0.5706 -1.7948 2.3519  0.038
H 1.3299 -1.8540 -1.4297  0.080
H 1.4362 -0.5796 0.7168  0.024
H 1.6880 -0.2351 -2.2129  0.082
H -0.3102 2.9915 -0.5354  0.074
H -0.2522 1.7217 0.7152  0.062
H 1.1671 2.0442 -0.2852  0.074

DFT (ωB97M-V with the def2-TZVPD basis set) results for a structure of composition C11H27ClIO2P2Tl.

The value obtained for the calculated total energy is -59815.4963 eV. The net charge is +2.

Each line ends with the Löwdin charge.
Positions of all 45 atoms, in Å:
C 0.0055 0.9637 -6.9024  0.007
C 0.0110 1.8425 -5.6725  -0.169
H 0.0087 1.6612 -7.8069  0.159
H -0.8814 0.3135 -6.9517  0.111
H 0.8858 0.3045 -6.9526  0.112
O 0.0200 2.8831 -5.2251  0.244
I -0.0179 -1.2074 -4.0233  0.348
Tl 0.0027 1.0665 -2.9648  0.195
P 2.1359 -0.0318 0.0594  0.816
C 3.2037 1.0042 1.1285  -0.229
C 2.6849 -1.6484 0.7607  -0.285
H 3.7831 -1.6957 0.7465  0.067
H 4.2360 -0.3330 -1.1186  0.067
H 2.2425 -2.4585 0.1690  0.014
H 2.8252 -0.7987 -2.1688  0.024
H 2.8446 0.9392 2.1557  0.038
H 2.3051 -1.7169 1.7891  0.039
C 3.2186 -0.0723 -1.4457  -0.265
H 4.2386 0.6535 1.0611  0.071
H 3.2174 0.9283 -1.9053  0.040
H 3.1421 2.0427 0.7973  0.055
P -2.1482 -0.0035 0.0370  0.811
C -3.1901 1.0523 1.1068  -0.227
C -3.2340 -0.0291 -1.4659  -0.265
H -2.2929 -2.4296 0.1465  0.014
H -3.8205 -1.6396 0.7305  0.066
H -2.3358 -1.6799 1.7627  0.048
C -2.7220 -1.6120 0.7378  -0.288
H -2.8516 -0.7600 -2.1905  0.023
H -4.2530 -0.2775 -1.1344  0.067
H -4.2260 0.7053 1.0598  0.070
H -3.1318 2.0842 0.7586  0.056
H -3.2217 0.9719 -1.9240  0.040
H -2.8164 1.0020 2.1278  0.028
Cl -0.0177 -1.5358 -0.6205  0.066
C 1.1072 -0.7540 4.4867  -0.004
C 0.0169 -0.0969 3.7244  -0.446
C -1.0493 0.6645 4.5359  -0.015
O -0.0869 -0.1299 2.4850  -0.051
H 0.9527 -0.6840 5.5460  0.082
H 2.0425 -0.2787 4.2198  0.088
H 1.1515 -1.7861 4.1813  0.095
H -1.1337 1.7220 4.1536  0.104
H -2.0546 0.1768 4.3955  0.099
H -0.7966 0.6777 5.6101  0.082

DFT (ωB97M-V with the def2-TZVPD basis set) results for a cluster of 2 separate species, C4H7O4 in total.

The value obtained for the calculated total energy is -12453.2680 eV. The net charge is -1.

Each line ends with the Löwdin charge.
Positions of all 15 atoms, in Å:
O 2.6611 1.0641 -0.6482  -0.072
C 1.4894 0.6259 -0.5828  -0.691
O 0.7342 0.4020 -1.5499  -0.082
C 0.9527 0.4295 0.8847  -0.106
C -0.5803 0.2227 0.9057  -0.172
C -0.9627 -1.0089 1.6416  -0.289
O -1.4670 -1.0024 2.7434  0.010
H 1.2983 1.1888 1.5528  0.093
H 1.4055 -0.4993 1.2319  0.099
H -0.9669 1.1493 1.4100  0.125
H -0.9146 0.1876 -0.1331  0.098
H -0.6543 -1.9582 1.1651  0.125
H -1.4942 0.2767 -3.1141  0.006
H -0.3301 -0.4590 -2.5020  -0.017
O -1.1712 -0.6189 -3.0049  -0.127

DFT (ωB97M-V with the def2-TZVPD basis set) results for an isolated molecule of C5H8O.

The value obtained for the calculated total energy is -7359.5970 eV. Its structure (SMILES) is O[C@H]1C[C@H]2C[C@H]21.

Each line ends with the Löwdin charge.
Positions of all 14 atoms, in Å:
O -0.5892 1.7573 -0.3400  -0.072
C -0.8021 0.6390 0.5157  -0.328
C -1.1222 -0.7032 -0.2176  -0.075
C 0.3496 -1.1423 -0.0554  -0.233
C 1.1743 -0.0589 -0.6413  -0.074
C 0.5627 0.0581 0.8167  -0.152
H 0.2869 2.0707 -0.0607  0.093
H -1.5102 0.9613 1.2910  0.142
H -1.5050 -0.5727 -1.2310  0.111
H -1.7889 -1.3557 0.3595  0.114
H 0.7147 -2.1586 0.0235  0.128
H 0.7837 0.3659 -1.5785  0.116
H 2.2510 -0.0218 -0.6075  0.094
H 1.1613 0.1899 1.7237  0.136

DFT (ωB97M-V with the def2-TZVPD basis set) results for an isolated molecule of C8H11BrO.

The value obtained for the calculated total energy is -80559.5816 eV.

Each line ends with the Löwdin charge.
Positions of all 21 atoms, in Å:
C 1.5324 -1.1400 -0.2057  -0.120
C 0.2348 -1.7982 -0.1900  -0.117
C 1.8096 0.1499 -0.0402  -0.062
C -0.8579 -1.1694 -0.6524  -0.039
C -0.3045 1.0914 -0.7812  -0.540
C 0.8095 1.2387 0.2891  -0.658
C -2.2866 -1.2798 -0.7977  -0.090
C 0.1979 0.8129 1.6191  -0.021
O 1.3579 2.5072 0.1509  0.003
Br 0.1900 1.4107 -2.5491  0.741
H 2.2891 -1.8792 -0.4021  0.102
H 0.3340 -2.8095 0.0750  0.091
H 2.7907 0.4994 0.0158  0.101
H -1.1820 1.5301 -0.4501  0.029
H -2.5243 -1.8986 -1.6443  0.084
H -2.8429 -0.4144 -0.8778  0.053
H -2.6747 -1.8835 -0.0179  0.076
H -0.8436 0.9862 1.7957  0.073
H 0.9072 1.2445 2.3186  0.090
H 0.2704 -0.3399 1.7897  0.115
H 0.7930 3.1414 0.5547  0.092